No. 1
{
  "formula": "C4H13N2",
  "method": "ωB97M-V/def2-TZVPD",
  "smiles": "C[NH+](C)CCN",
  "de_lowest_kj_mol": 77.8,
  "charge": 1,
  "total_energy_ev": -7332.6812,
  "homo_energy_ev": -14.79,
  "spin_multiplicity": 1,
  "symbols": ["C", "N", "C", "C", "C", "N", "H", "H", "H", "H", "H", "H", "H", "H", "H", "H", "H", "H", "H"],
  "xyz": [[-0.387300, 1.204345, 1.353807], [-0.536317, 0.289414, 0.171464], [-1.730811, 0.684434, -0.612171], [0.676566, 0.315070, -0.702617], [1.532342, -0.893260, -0.329421], [0.614541, -2.010490, -0.014233], [0.339545, 0.826165, 2.053641], [-0.069501, 2.169902, 0.974689], [-1.354055, 1.318062, 1.815581], [-0.588146, -0.724912, 0.392785], [-1.517826, 1.637871, -1.081879], [-1.938332, -0.063335, -1.366748], [-2.576560, 0.756627, 0.062179], [1.208857, 1.237301, -0.556422], [0.335056, 0.244843, -1.735594], [2.124846, -0.659486, 0.549424], [2.218832, -1.133960, -1.140387], [0.715055, -2.763234, -0.685975], [0.933210, -2.435357, 0.851877]],
  "forces_ev_per_angstrom": [[-0.121, -0.250, -0.507], [0.133, 1.063, -0.278], [-0.188, -0.052, 0.154], [0.018, -0.560, -0.230], [-0.182, -0.241, 0.013], [0.823, -0.386, 0.276], [0.209, -0.211, 0.146], [0.029, 0.085, 0.005], [-0.194, -0.090, 0.313], [-0.163, -0.134, 0.329], [-0.146, 0.151, -0.035], [0.066, -0.127, -0.127], [-0.123, 0.086, -0.025], [0.134, 0.426, -0.054], [0.058, 0.003, 0.070], [0.138, 0.021, 0.094], [-0.008, 0.094, 0.038], [-0.274, 0.136, -0.210], [-0.210, -0.014, 0.031]]
}

No. 2
{
  "formula": "C17H57B3N3O5SnZn",
  "method": "ωB97M-V/def2-TZVPD",
  "charge": 1,
  "total_energy_ev": -89526.1975,
  "homo_energy_ev": -11.34,
  "spin_multiplicity": 1,
  "symbols": ["Sn", "Zn", "B", "H", "H", "H", "H", "B", "H", "H", "H", "H", "B", "H", "H", "H", "H", "C", "O", "C", "C", "N", "C", "C", "O", "C", "H", "H", "H", "H", "H", "H", "H", "H", "H", "H", "H", "H", "H", "H", "H", "C", "C", "C", "O", "C", "N", "H", "H", "H", "H", "H", "H", "H", "H", "H", "H", "H", "C", "C", "C", "O", "C", "N", "H", "H", "H", "H", "H", "H", "H", "H", "H", "H", "H", "C", "C", "C", "O", "H", "H", "H", "H", "H", "H", "H", "H"],
  "xyz": [[0.703243, -0.057731, 3.791584], [1.840807, -1.221721, -0.095833], [0.016576, -0.825334, 1.042007], [0.465099, -1.876331, 1.279806], [-0.910710, -0.562338, 1.725730], [0.833891, 0.015759, 1.180070], [-0.384306, -0.790301, -0.052201], [3.079410, -1.456964, 1.905369], [4.241646, -1.512834, 1.975436], [2.736471, -2.240032, 1.140260], [2.606160, -1.623238, 2.994678], [2.838589, -0.367989, 1.532378], [1.896674, 0.276312, -1.773350], [1.096665, -0.524089, -1.645439], [2.412482, 0.370192, -0.755331], [2.694027, -0.085576, -2.540419], [1.414287, 1.311749, -2.010680], [-0.569413, -5.941604, 0.649456], [-1.250468, -5.433606, -0.466084], [-0.459442, -4.896568, -1.489539], [-0.040379, -3.452146, -1.200815], [1.333372, -3.159591, -0.749356], [2.263723, -3.375825, -1.895727], [3.734564, -3.165181, -1.591208], [3.728734, -1.886798, -0.962909], [5.005613, -1.242792, -0.909001], [0.001216, -6.858340, 0.473322], [-1.325368, -6.151277, 1.405547], [0.109120, -5.230102, 1.140588], [-1.017429, -4.917422, -2.427770], [0.353629, -5.578848, -1.778475], [-0.658784, -3.073500, -0.382205], [-0.413581, -2.853401, -2.034179], [1.626570, -3.898102, -0.112998], [1.935413, -2.753244, -2.730871], [2.124566, -4.380496, -2.312450], [4.275115, -3.126980, -2.537142], [4.111500, -3.897414, -0.871391], [4.918662, -0.449293, -0.174746], [5.358378, -0.905781, -1.885660], [5.763575, -1.969243, -0.601089], [-0.657236, 2.937395, 0.679090], [0.773232, 3.254480, 1.090341], [1.081455, 4.727673, 0.987526], [2.453508, 4.853724, 1.289390], [2.842080, 6.215067, 1.440577], [1.017447, 2.765956, 2.472172], [-1.376572, 3.461059, 1.321772], [-0.889678, 1.874799, 0.736363], [-0.842801, 3.303654, -0.331033], [1.351463, 2.661601, 0.378147], [0.432118, 5.299065, 1.668034], [0.834373, 5.125332, -0.003278], [2.582337, 6.759969, 0.531699], [3.918705, 6.245181, 1.595550], [2.397992, 6.655562, 2.337408], [0.491408, 3.356372, 3.116640], [1.956761, 3.164252, 2.575008], [-4.201825, 2.512521, 3.550692], [-3.434742, 1.254989, 3.085952], [-3.675422, 1.017299, 1.595926], [-4.997358, 0.636518, 1.359368], [-5.317562, 0.663852, -0.020039], [-1.996290, 1.448691, 3.409639], [-4.468260, 2.413878, 4.605609], [-5.138488, 2.737712, 3.044612], [-3.519876, 3.363163, 3.469817], [-3.801811, 0.471329, 3.747905], [-2.963996, 0.267113, 1.223624], [-3.390893, 1.928597, 1.050058], [-6.288999, 0.216934, -0.209944], [-4.558285, 0.083195, -0.556528], [-5.298071, 1.678324, -0.429945], [-1.962473, 1.703564, 4.397340], [-1.663699, 2.333013, 3.032105], [-1.753577, 1.242878, -4.554630], [-1.378286, 0.278824, -3.443995], [-2.450332, -0.801543, -3.246461], [-0.161264, -0.370246, -3.816027], [-1.798368, 0.761361, -5.528318], [-1.002491, 2.035450, -4.560321], [-2.696235, 1.728375, -4.290607], [-1.264762, 0.790329, -2.482773], [-3.449735, -0.360803, -3.266507], [-2.404546, -1.179813, -2.217884], [-2.328614, -1.653269, -3.911879], [0.509772, -0.095361, -3.171559]],
  "forces_ev_per_angstrom": [[-0.299, 0.344, -3.403], [0.602, -0.107, -0.559], [-0.747, 0.190, 1.496], [0.122, -0.939, 0.584], [-0.761, 0.045, 0.891], [0.578, 1.063, 0.325], [-0.594, 0.312, -0.757], [0.909, 1.041, 0.472], [0.871, -0.134, 0.366], [-0.625, -1.549, -0.256], [-1.009, -0.124, 1.209], [-0.073, 1.132, -0.200], [0.731, 0.714, -0.911], [-1.838, -1.542, -0.274], [1.410, 0.757, 2.047], [0.561, -0.188, -0.719], [-0.607, 0.773, -0.059], [0.000, 0.075, 0.751], [-0.223, -0.269, -0.104], [0.522, -0.259, -0.512], [-1.129, 0.306, 0.852], [1.107, -0.829, -1.839], [-0.334, -0.917, -1.276], [-1.390, 0.931, 0.556], [1.167, 0.092, -0.435], [0.189, -0.662, 0.059], [-0.069, -0.014, -0.379], [-0.059, -0.164, -0.114], [0.057, 0.262, -0.300], [-0.594, 0.188, 0.344], [0.413, 0.140, 0.579], [-0.268, -0.422, 0.035], [1.054, 0.406, -0.196], [-0.395, 0.232, 0.533], [0.160, 0.488, 0.283], [0.101, -0.159, 0.280], [0.258, -0.219, 0.134], [0.280, -0.159, -0.274], [0.158, 0.138, -0.165], [-0.519, 0.343, -0.090], [-0.102, 0.017, 0.418], [-0.418, 0.616, 0.177], [-1.794, -1.123, -0.705], [0.152, -0.158, -0.153], [-0.179, 0.430, 0.258], [0.295, -0.277, 0.069], [1.063, 0.131, 0.251], [0.005, 0.093, 0.000], [0.219, -0.039, -0.110], [-0.001, -0.177, -0.063], [0.649, 0.193, 0.346], [0.189, -0.023, 0.333], [0.224, -0.186, -0.186], [-0.007, 0.252, 0.133], [0.017, -0.124, -0.206], [-0.303, 0.097, -0.163], [-0.287, -0.013, -0.120], [0.259, -0.590, 0.639], [0.215, 0.086, 0.492], [-0.923, 0.994, 0.322], [1.024, -0.371, 0.084], [-0.340, 0.257, 0.295], [0.675, -0.180, -0.325], [0.893, -0.060, 0.793], [0.125, 0.076, 0.051], [0.140, -0.251, -0.348], [-0.266, 0.229, -0.133], [0.134, -0.593, -0.608], [-0.135, -0.248, 0.014], [-0.300, 0.232, 0.042], [-0.048, 0.009, 0.354], [-0.108, -0.055, -0.186], [-0.060, 0.098, 0.152], [-0.316, -0.336, 0.166], [-0.126, -0.200, -0.700], [0.145, 0.695, 0.899], [-0.366, -1.035, -0.774], [-0.093, 0.315, 1.109], [-0.007, 0.075, 0.470], [-0.072, -0.071, 0.051], [0.051, -0.037, -0.333], [-0.142, -0.083, -0.311], [0.169, 0.252, -0.113], [-0.053, -0.123, -0.543], [0.319, -0.227, -0.051], [-0.150, 0.217, -0.286], [-0.083, -0.099, -0.473]]
}